Below is a structure of composition C42H50Ge2I2P2Ti, with properties calculated with ωB97M-V with the def2-TZVPD basis set.

```
! wB97M-V def2-TZVPD RIJCOSX def2/J DEFGRID3
* xyz 2 3
Ti -0.14153 0.47575 0.09624
C 5.09335 0.65161 -0.19037
C 3.60635 0.93726 0.04165
Ge 2.64132 -0.69932 0.52355
C 2.66564 -2.11554 -0.84558
C 3.97726 -2.90386 -0.79301
C 3.32206 -1.50180 2.16355
C 2.37207 -1.67123 3.09482
Ge 0.80172 -0.71832 2.44892
C -0.89396 -1.62532 1.92264
C -1.80440 -1.94276 3.11486
C 0.34917 0.88793 3.49739
C 0.29629 0.64371 5.00830
C 2.50083 -2.31280 4.41969
C 3.75563 -2.55675 4.98266
C 3.86467 -3.17346 6.21644
C 2.72361 -3.55748 6.91040
C 1.46973 -3.31508 6.36638
C 1.36694 -2.69401 5.13325
H 5.63041 1.58475 -0.36031
H 5.24975 0.02107 -1.06672
H 5.55393 0.15831 0.66656
H 3.15725 1.38922 -0.84365
H 3.46360 1.64152 0.86260
H 2.51487 -1.67216 -1.83113
H 1.81948 -2.77918 -0.66143
H 4.84510 -2.26922 -0.97555
H 3.97626 -3.68629 -1.55232
H 4.11332 -3.38426 0.17577
H 4.33913 -1.85755 2.30876
H -0.65360 -2.52885 1.35972
H -1.49443 -0.99801 1.22580
H -1.40060 -2.78104 3.68344
H -2.80155 -2.23073 2.77940
H -1.90660 -1.09186 3.78862
H -0.60234 1.28790 3.13487
H 1.10876 1.63868 3.27136
H -0.47032 -0.07877 5.29261
H 0.07443 1.58172 5.51868
H 1.25067 0.27568 5.38465
H 4.65018 -2.24945 4.45758
H 4.84193 -3.35221 6.64397
H 2.81259 -4.03801 7.87513
H 0.57941 -3.60746 6.90654
H 0.38672 -2.49375 4.70710
I 0.42909 2.95541 0.31856
C 0.47179 0.47163 -1.89292
I -0.69317 -1.34482 -2.00961
H 1.48226 0.21998 -2.20729
H 0.02428 1.16261 -2.60094
C -4.62759 0.44566 0.04654
P -2.95384 1.28966 0.23586
C -3.09284 1.89320 1.94985
C -3.48533 0.99776 2.94449
C -3.46835 1.37307 4.27884
C -3.04493 2.64643 4.63320
C -2.64335 3.53964 3.65015
C -2.66305 3.16836 2.31357
C -3.24037 2.70184 -0.86683
C -4.10889 3.74241 -0.53511
C -4.34994 4.75571 -1.44865
C -3.74511 4.72657 -2.69928
C -2.90549 3.67883 -3.04551
C -2.65392 2.66908 -2.12922
P -4.67357 -1.15905 -0.78564
C -6.15531 -1.39473 -1.69043
C -6.89862 -0.32229 -2.22342
C -8.02571 -0.58296 -2.97287
C -8.40967 -1.89788 -3.22645
C -7.66565 -2.96470 -2.73103
C -6.53738 -2.72385 -1.97639
C -4.42648 -2.51626 0.36501
C -5.41736 -2.78019 1.31799
C -5.26570 -3.85484 2.17673
C -4.14902 -4.67794 2.07634
C -3.17187 -4.42286 1.12716
C -3.30528 -3.33852 0.27104
H -5.22967 1.13681 -0.54295
H -5.09769 0.33308 1.02613
H -3.80365 -0.00836 2.68710
H -3.78589 0.67106 5.03892
H -3.03119 2.94299 5.67327
H -2.31233 4.53305 3.92169
H -2.33414 3.87215 1.56173
H -4.58838 3.76789 0.43616
H -5.01151 5.56965 -1.18422
H -3.93370 5.52244 -3.40699
H -2.44207 3.65208 -4.02253
H -2.00164 1.84617 -2.39268
H -6.61235 0.70508 -2.05064
H -8.60929 0.23814 -3.36555
H -9.29280 -2.09094 -3.82069
H -7.96896 -3.98132 -2.93865
H -5.95590 -3.55172 -1.59246
H -6.30460 -2.16069 1.37832
H -6.02972 -4.06164 2.91400
H -4.04772 -5.52770 2.73818
H -2.31164 -5.07309 1.04253
H -2.55276 -3.14923 -0.48314
*
```

The orbital gap (spin up / spin down) comes out at 7.06 / 4.55 eV. The value obtained for the LUMO energy (spin up / spin down) is -0.205 / -0.297 hartree. Its total energy is -7911.26754 hartree.

---

Below is a structure of composition C31H27BCl2N9SV, with properties calculated with ωB97M-V with the def2-TZVPD basis set.

```
! wB97M-V def2-TZVPD RIJCOSX def2/J DEFGRID3
* xyz 0 3
V 0.34116 -0.35584 -0.32961
C -2.61856 1.90276 -0.90974
C -2.80093 0.45152 -1.20172
C -3.93732 -0.18760 -1.71169
C -3.59127 -1.51494 -1.81918
N -2.32444 -1.65420 -1.39075
N -1.83488 -0.44209 -1.00559
B -1.34060 -2.83453 -1.37118
N -0.84110 -3.03700 0.08125
C -1.09703 -4.03269 0.94365
C -0.58133 -3.68854 2.16913
C -0.02500 -2.41711 2.00046
C 0.69048 -1.61205 3.02919
N -0.21127 -2.03024 0.73093
N -0.14612 -2.43348 -2.32190
C 0.11266 -3.00772 -3.50762
C 0.89589 -2.16265 -4.24891
C 1.07319 -1.03132 -3.45042
C 1.78039 0.20496 -3.89398
N 0.45141 -1.20018 -2.27739
N -1.88781 -4.16560 -1.84903
C -1.18026 -5.32158 -1.89773
C -2.01575 -6.30805 -2.35488
C -3.24764 -5.65568 -2.57212
C -4.52981 -6.23973 -3.07306
N -3.15908 -4.37221 -2.26963
H -3.38395 2.48260 -1.42355
H -1.63930 2.25163 -1.23837
H -2.68545 2.09994 0.15910
H -4.87962 0.26331 -1.97009
H -4.13633 -2.37411 -2.16438
H -1.62915 -4.91340 0.62962
H -0.60189 -4.27074 3.07386
H 0.25258 -1.80702 4.00811
H 0.63272 -0.54835 2.81844
H 1.74381 -1.89403 3.06974
H -0.29656 -3.97012 -3.75843
H 1.27718 -2.31904 -5.24292
H 1.49001 0.41547 -4.92337
H 2.86229 0.06811 -3.87463
H 1.52400 1.07036 -3.29222
H -0.14300 -5.35177 -1.60329
H -1.77970 -7.34632 -2.51391
H -4.42121 -7.30938 -3.24424
H -4.83065 -5.77194 -4.01065
H -5.33338 -6.08729 -2.35260
Cl 1.90832 1.88121 -0.89293
C 3.42696 1.12281 -1.24759
C 4.34934 1.83758 -1.99522
C 5.55717 1.24786 -2.31293
C 5.82023 -0.04411 -1.87833
C 4.88407 -0.72824 -1.12685
Cl 5.28632 -2.33164 -0.61142
C 3.64380 -0.16222 -0.78062
S 2.50532 -1.04284 0.21235
H 4.10617 2.83796 -2.32588
H 6.29042 1.78694 -2.89618
H 6.75581 -0.53112 -2.11481
N -2.78286 6.34266 6.51705
C -2.41066 5.57994 5.74212
C -1.94673 4.62552 4.77169
C -2.59949 3.40201 4.63655
C -2.15551 2.48772 3.70059
C -1.05484 2.77968 2.88798
C -0.40658 4.00896 3.03591
C -0.84791 4.92674 3.96952
C -0.61385 1.82906 1.91239
C -0.24656 1.02246 1.07929
H -3.45090 3.17710 5.26424
H -2.65553 1.53599 3.58364
H 0.44640 4.23202 2.40980
H -0.34780 5.87870 4.08400
*
```

The orbital gap (spin up / spin down) comes out at 7.34 / 8.01 eV. The value obtained for the LUMO energy (spin up / spin down) is -0.032 / -0.010 hartree. The energy relative to the best compared isomer or geometry (same formula, charge and spin) is 0.0 kJ/mol. Its total energy is -3977.88450 hartree.

---

Below is a structure of composition C3H6O3, with properties calculated with ωB97M-V with the def2-TZVPD basis set.

```
! wB97M-V def2-TZVPD RIJCOSX def2/J DEFGRID3
* xyz 0 1
C -0.46690 -0.47056 -1.06519
C 0.24367 -0.54199 0.34895
C 0.15917 0.67586 1.18026
H -1.83287 -0.12846 -1.22414
H -0.24085 -1.37661 -1.44610
H 0.06549 0.33042 -1.67682
H -0.40913 -1.28431 0.69381
H 2.04478 -0.15511 0.01677
H -1.20004 1.57111 -0.09279
O 1.56889 -1.09057 0.19283
O -0.75433 1.70096 0.82566
O 0.82211 0.76926 2.24676
*
```

The orbital gap comes out at 10.95 eV. The value obtained for the LUMO energy is 0.007 hartree. The energy relative to the best compared isomer or geometry (same formula, charge and spin) is 290.2 kJ/mol. Its total energy is -343.54403 hartree.

---

Below is a cluster of 2 separate species, C3H8NO2 in total, with properties calculated with ωB97M-V with the def2-TZVPD basis set.

```
! wB97M-V def2-TZVPD RIJCOSX def2/J DEFGRID3
* xyz 1 1
C -1.07939 0.86703 -1.29827
C 0.22299 -0.99642 2.38764
C -0.13007 1.95239 -1.19917
N 0.53362 -0.98888 1.18398
O -1.06755 -0.12950 -0.56502
O 0.82118 1.64450 -0.18835
H 0.99986 -1.18441 3.16484
H -0.72225 -0.85894 2.84366
H 0.26547 2.04301 -2.14305
H -0.58917 2.95730 -1.02551
H 1.57653 -1.08345 1.01129
H -1.80864 0.89821 -2.06784
H -0.21143 -0.59931 0.47280
H 1.47676 2.41276 -0.13486
*
```

The orbital gap comes out at 11.02 eV. The value obtained for the LUMO energy is -0.151 hartree. The energy relative to the best compared isomer or geometry (same formula, charge and spin) is 232.3 kJ/mol. Its total energy is -324.03879 hartree.

---

Below is the molecule C5H12N2, with properties calculated with ωB97M-V with the def2-TZVPD basis set.

```
! wB97M-V def2-TZVPD RIJCOSX def2/J DEFGRID3
* xyz 0 1
C -1.11233 1.89947 -1.58553
C -0.50539 0.63840 -1.05283
C 0.13366 0.49880 0.10859
N 0.36214 1.52356 1.01663
C 0.79949 -0.79779 0.56003
C 0.50811 -2.01477 -0.32290
N 0.42572 -1.01877 1.95901
H -0.63044 2.17162 -2.51806
H -2.17395 1.75135 -1.79403
H -1.00476 2.73378 -0.89424
H -0.58654 -0.20664 -1.71903
H 0.53815 1.17003 1.94617
H -0.31017 2.27025 0.99775
H 1.88388 -0.61839 0.55821
H 0.81073 -1.82866 -1.35227
H 1.06403 -2.87621 0.04620
H -0.55789 -2.24979 -0.30085
H 0.92335 -1.82111 2.33323
H -0.56780 -1.22512 2.01393
*
```

The orbital gap comes out at 8.86 eV. The value obtained for the LUMO energy is 0.040 hartree. The energy relative to the best compared isomer or geometry (same formula, charge and spin) is 46.5 kJ/mol. Its total energy is -307.21161 hartree. As for the SMILES: C/C=C(\N)[C@H](C)N.

---

Below is a cluster of 4 separate species, C39H73BN3O16P2S3 in total, with properties calculated with ωB97M-V with the def2-TZVPD basis set.

```
! wB97M-V def2-TZVPD RIJCOSX def2/J DEFGRID3
* xyz -1 1
C 2.21877 2.38305 3.74175
C 1.08509 1.96316 3.74042
C -0.22118 1.28492 4.00541
C -0.52825 0.12263 2.97725
C 0.39737 -1.12732 3.19621
P 0.95228 -2.06500 1.59699
C 1.92704 -0.53141 1.05864
C 3.32240 -0.72488 0.42470
C 3.72514 0.65500 -0.22908
C 5.20269 0.67355 -0.68252
O 5.42383 -0.02929 -1.94847
C 5.86722 0.85844 -2.88776
O 7.01408 0.93796 -3.22296
C 1.44443 -3.24645 0.13866
C 0.93495 -2.86372 -1.27602
O 0.31223 -3.72385 -1.89793
C 1.16070 -1.55443 -2.02899
C 2.30971 -1.42742 -2.85004
C 2.56828 -0.25127 -3.55968
C 1.70997 0.86977 -3.50362
C 0.54899 0.72964 -2.72708
C 0.29338 -0.45276 -2.01719
B 2.47873 -2.88652 2.56020
O 2.65898 -4.28887 2.54674
O 3.41692 -2.15727 3.31754
O 0.06182 -3.44661 2.31496
C -1.25181 -3.60278 1.88399
S -2.19734 -3.92797 3.44490
C -3.77182 -3.01593 3.42478
C -3.97653 -2.30314 4.79908
O -3.29945 -2.59511 5.74115
O -4.92122 -1.29063 4.92079
C -4.34189 -0.02637 4.58557
C -5.49948 0.88650 4.07781
C -6.20675 1.67133 5.23662
O -5.13738 1.71714 2.96077
C -3.98830 2.41204 3.15732
O -3.61106 2.87080 4.20118
C -3.14450 2.64616 1.87699
S -3.09078 4.46385 1.60881
C -1.63655 -2.34449 0.98538
P -2.92200 -2.51167 -0.32277
O -2.57312 -3.59719 -1.47762
O -4.24034 -3.12818 0.48593
S -3.50662 -0.81269 -1.06436
O -0.48041 -1.64067 0.64479
H 3.25252 2.68143 3.69533
H -0.29593 0.83044 5.01037
H -1.02945 2.04735 3.95969
H -1.56093 -0.19649 3.24341
H -0.46898 0.57852 1.97407
H -0.17660 -1.83218 3.83108
H 1.24437 -0.78945 3.82981
H 2.08817 0.05789 1.98586
H 1.29442 0.12727 0.42488
H 3.40922 -1.45731 -0.39444
H 4.13944 -0.92022 1.14985
H 3.01272 0.85056 -1.05549
H 3.59676 1.46326 0.51940
H 5.51210 1.72507 -0.83842
H 5.81693 0.15571 0.07810
H 5.11774 1.55771 -3.33328
H 1.03030 -4.24033 0.39144
H 2.54321 -3.41720 0.04929
H 3.04191 -2.24133 -2.95520
H 3.46994 -0.15430 -4.18103
H 1.91426 1.80731 -4.02984
H -0.17676 1.54519 -2.62981
H -0.62573 -0.49887 -1.41738
H 3.07626 -4.53591 3.38448
H 4.27076 -2.61282 3.26840
H -1.27285 -4.59008 1.36304
H -4.64674 -3.68603 3.30469
H -3.84454 -2.21611 2.66866
H -3.53042 -0.12424 3.83779
H -3.90831 0.47700 5.47523
H -6.27590 0.19410 3.69797
H -5.51935 1.93856 6.05397
H -7.13298 1.17465 5.56807
H -6.52765 2.63130 4.77676
H -3.61045 2.17647 0.99156
H -2.12287 2.24306 1.95990
H -1.97733 4.75547 0.88294
H -2.17306 -1.69179 1.72458
H -2.10322 -4.37325 -1.12556
H -4.84696 -3.39254 -0.22575
C -1.68040 9.21153 0.56932
C -1.60697 8.46033 1.89531
C -0.93608 9.26220 3.02381
O 0.47744 9.33984 2.93500
C 0.96193 10.31633 2.03257
N -0.94296 7.17216 1.67708
H -0.72623 9.22142 0.04225
H -2.40256 8.73328 -0.09429
H -2.00254 10.24500 0.71800
H -2.63606 8.26179 2.21095
H -1.13951 8.74918 3.96798
H -1.37092 10.26638 3.11473
H 0.32488 11.20540 2.00874
H 1.06162 9.89508 1.02977
H 1.95791 10.61213 2.36418
H -0.99164 6.62755 2.53516
H 0.05186 7.35777 1.56524
C 3.09430 -6.20686 -2.03997
C 4.39451 -5.54476 -2.48467
C 5.37016 -6.50544 -3.18647
O 6.06206 -7.38777 -2.31587
C 5.32052 -8.52489 -1.91477
N 5.01725 -4.89096 -1.32830
H 3.21449 -6.80114 -1.13355
H 2.33994 -5.44950 -1.82116
H 2.69387 -6.85450 -2.82410
H 4.12956 -4.76916 -3.21095
H 6.14790 -5.90458 -3.66778
H 4.87146 -7.06823 -3.98650
H 4.65909 -8.88434 -2.70830
H 4.74534 -8.30790 -1.01241
H 6.03016 -9.31647 -1.66930
H 5.82457 -4.35919 -1.64459
H 5.42199 -5.62173 -0.74698
C -3.83230 -0.40311 -7.27466
C -3.69184 0.87433 -6.45289
C -2.23251 1.31075 -6.23183
O -1.53306 0.55538 -5.26410
C -1.02918 -0.68584 -5.72764
N -4.40600 0.70421 -5.18325
H -3.61616 -1.29839 -6.69250
H -4.85547 -0.50399 -7.64147
H -3.16974 -0.38871 -8.14350
H -4.18421 1.67551 -7.01477
H -2.24247 2.33625 -5.84842
H -1.67400 1.33727 -7.17778
H -0.70725 -0.63334 -6.77269
H -1.77493 -1.47295 -5.59846
H -0.16850 -0.94659 -5.11018
H -4.40479 1.58921 -4.68325
H -3.84116 0.09426 -4.59369
*
```

The orbital gap comes out at 7.03 eV. The value obtained for the LUMO energy is 0.077 hartree. Its total energy is -4800.07547 hartree.